Density functional theory data (wB97M-V/def2-TZVPD) for a cluster of 2 separate species, C4H13N4O in total at a distorted geometry.

- energy above the lowest of the compared OMol25 structures with the same formula, charge and spin (kJ/mol) = 48.7
- molecular weight (g mol⁻¹) = 133.175
- F_max (eV Å⁻¹) = 2.39
- Kohn-Sham gap (alpha / beta) (eV) = 3.7 / 8.9
- calculated total energy (eV) = -12364.8707
- 2S+1 = 2

Last columns: bonded neighbours and bond lengths (Å).
Cartesian coordinates (Å):
1 C 1.7796 -3.0834 -0.6369  N4 1.451, H11 1.100, H12 1.093, H13 1.086
2 C 0.1883 -1.4759 0.4334  N3 1.380, N4 1.387, N5 1.386
3 N -0.9728 -1.3892 1.1749  C2 1.380, H6 1.011, H7 1.004
4 N 0.5061 -2.7441 -0.0292  C1 1.451, C2 1.387, H8 0.999
5 N 1.1767 -0.5059 0.4865  C2 1.386, H9 1.002, H10 1.028
6 H -1.3474 -2.1969 1.6542  N3 1.011
7 H -1.2499 -0.5107 1.5732  N3 1.004
8 H -0.1613 -3.4805 -0.1279  N4 0.999
9 H 1.7659 -0.3155 -0.3011  N5 1.002
10 H 0.8310 0.3489 0.9408  N5 1.028
11 H 1.6910 -2.8369 -1.7056  C1 1.100
12 H 1.8789 -4.1695 -0.5680  C1 1.093
13 H 2.6813 -2.7480 -0.1333  C1 1.086
14 C -0.0923 3.0755 -0.9654  C15 1.498, H18 1.088, H19 1.084, H22 1.094
15 C -0.9263 2.3672 0.0582  C14 1.498, O16 1.226, N17 1.354
16 O -0.4585 1.5296 0.8209  C15 1.226
17 N -2.2312 2.6979 0.2041  C15 1.354, H20 1.006, H21 1.003
18 H -0.7232 3.6396 -1.6484  C14 1.088
19 H 0.6181 2.3552 -1.3546  C14 1.084
20 H -2.7115 2.2983 0.9924  N17 1.006
21 H -2.7795 3.3080 -0.3737  N17 1.003
22 H 0.5370 3.8364 -0.4943  C14 1.094

Atomic partial charges in e from the natural (NBO) method, atoms 1 to 6: -0.427, 0.329, -0.878, -0.658, -0.887, 0.348

***

Density functional theory data (wB97M-V/def2-TZVPD) for a cluster of 2 separate species, C4H13N4O in total at a distorted geometry.

- energy above the lowest of the compared OMol25 structures with the same formula, charge and spin (kJ/mol) = 119.6
- molecular weight (g mol⁻¹) = 133.175
- net charge = +1
- F_max (eV Å⁻¹) = 1.82
- Kohn-Sham gap (eV) = 10.7
- calculated total energy (eV) = -12361.6491

Last columns: bonded neighbours and bond lengths (Å).
Cartesian coordinates (Å):
1 C 0.5192 -1.2697 -2.9665  C2 1.503, H5 1.090, H6 1.068, H9 1.091
2 C -0.6021 -0.4917 -2.3366  C1 1.503, O3 1.223, N4 1.349
3 O -1.2449 -0.9343 -1.3954  C2 1.223
4 N -0.9165 0.6577 -2.9683  C2 1.349, H7 0.995, H8 0.999
5 H 0.3697 -1.3623 -4.0419  C1 1.090
6 H 0.5967 -2.2815 -2.6332  C1 1.068
7 H -1.6664 1.2023 -2.6054  N4 0.995
8 H -0.2344 1.1111 -3.5410  N4 0.999
9 H 1.5002 -0.8485 -2.7421  C1 1.091
10 C 1.5389 1.4048 2.3726  N13 1.473, H20 1.083, H21 1.083, H22 1.086
11 C -0.3321 -0.1420 1.7722  N12 1.328, N13 1.351, N14 1.325
12 N -1.1366 -0.8923 2.5163  C11 1.328, H15 1.010, H16 1.004
13 N 0.9539 0.0762 2.1222  C10 1.473, C11 1.351, H17 1.009
14 N -0.8907 0.5816 0.8130  C11 1.325, H18 0.999, H19 1.016
15 H -0.7475 -1.5584 3.1688  N12 1.010
16 H -2.0395 -1.2029 2.2058  N12 1.004
17 H 1.4174 -0.7653 2.4299  N13 1.009
18 H -0.3534 1.3052 0.3825  N14 0.999
19 H -1.5830 0.1834 0.1850  N14 1.016
20 H 2.5039 1.5319 1.8985  C10 1.083
21 H 1.5023 1.5848 3.4399  C10 1.083
22 H 0.8448 2.1099 1.9237  C10 1.086

Atomic partial charges in e from the natural (NBO) method, atoms 1 to 6: -0.730, 0.688, -0.671, -0.801, 0.246, 0.249